17
Properties=species:S:1:pos:R:3 method="wB97M-V/def2-TZVPD" gap_ev="6.13 / 3.50" max_force_ha_per_bohr=0.093 e_lumo_ha="0.0919 / -0.0047" total_charge=-1 total_energy_ev=-30892.46764 e_homo_ev="-3.6326 / -3.6296" multiplicity=2
Al -1.310 2.158 0.339
S -0.614 3.725 3.069
O -1.913 4.086 2.450
O -0.245 4.328 4.344
O -0.720 2.284 3.124
O 0.366 3.918 2.006
C -0.259 -2.672 -0.580
C 0.203 -1.315 -1.137
C 1.133 -1.521 -2.410
O -0.652 -0.258 -1.290
H -0.703 -2.507 0.402
H 0.619 -3.305 -0.453
H -0.991 -3.206 -1.187
H 0.981 -1.008 -0.438
H 1.591 -0.591 -2.745
H 0.594 -1.870 -3.291
H 1.920 -2.247 -2.203

13
Properties=species:S:1:pos:R:3 method="wB97M-V/def2-TZVPD" gap_ev=8.70 max_force_ha_per_bohr=0.014 e_lumo_ha=0.0147 total_energy_ev=-34709.17848 e_above_lowest_ev=0.219 e_homo_ev=-8.2971 multiplicity=1
C -0.081 2.357 -1.718
C 0.041 1.114 -0.862
S -1.023 1.295 0.627
S -0.357 -0.428 1.616
H 0.154 3.282 -1.195
H -1.071 2.451 -2.174
H 0.572 2.292 -2.593
H 1.057 0.939 -0.509
H -0.244 0.240 -1.443
H -0.639 -0.003 2.841
S 1.333 -2.486 -0.983
H 0.909 -2.484 0.286
H 0.218 -3.181 -1.338